C5H11BO | the ωB97M-V functional and the def2-TZVPD basis

Properties
Total energy (hartree): -297.16447
ΔE to the lowest compared entry with this formula, charge and spin (kcal per mole): 21.2
SMILES: CBO/C(C)=C\C
Kohn-Sham gap (eV): 9.842

The geometry in ORCA input format:
```
! wB97M-V def2-TZVPD RIJCOSX def2/J DEFGRID3
* xyz 0 1
B 1.689 0.291 0.975
C -1.514 -0.122 -0.326
C -0.480 -0.798 0.151
C 2.159 1.096 -0.372
C -1.651 1.461 -0.285
C -0.570 -2.379 0.081
O 0.525 -0.566 1.072
H 2.205 0.414 1.902
H -2.312 -0.616 -0.793
H 3.081 0.633 -0.715
H 2.449 2.124 -0.033
H 1.254 1.076 -0.942
H -2.057 1.950 0.602
H -0.735 1.949 -0.599
H -2.387 1.774 -1.092
H 0.414 -2.710 -0.128
H -1.268 -2.752 -0.605
H -0.801 -2.825 1.108
*
```

Results of the Löwdin charge analysis, in e, for atoms 1 through 4:
1. B -0.155
2. C -0.070
3. C -0.326
4. C -0.036